Here is 8 unconnected molecules or ions with the total composition C34H64NO21 at a distorted geometry from the OMol25 dataset. Energies are from wB97M-V/def2-TZVPD.

Each line ends with the Mulliken charge.
Positions of all 120 atoms, in Å:
O1 2.107 -3.837 -8.281  -0.54
O2 0.044 5.767 -2.429  -0.31
O3 -0.692 -0.056 9.601  -0.33
O4 -0.439 0.565 7.428  -0.54
O5 -1.873 6.940 -2.097  -0.53
O6 1.495 3.561 11.704  -0.21
O7 1.680 -1.842 -9.285  -0.34
O8 -8.249 4.526 1.785  -0.31
O9 2.860 5.066 12.725  -0.54
O10 -8.619 5.784 -0.071  -0.52
O11 3.640 3.418 11.367  -0.28
O12 0.979 -4.739 -4.098  -0.23
O13 7.918 -6.640 -4.287  -0.52
O14 -2.383 -0.282 8.252  -0.32
O15 3.125 -4.451 -4.292  -0.19
O16 -0.172 7.702 -3.400  -0.33
O17 2.356 -6.507 -3.705  -0.54
O18 -6.540 5.413 0.770  -0.30
O19 9.676 -7.858 -3.514  -0.32
O20 9.067 -8.110 -5.586  -0.30
O21 2.609 -1.839 -7.318  -0.33
N1 -3.654 0.418 0.077  0.25
C1 9.507 -7.238 -2.241  -0.62
C2 -2.951 -0.148 6.953  -0.61
C3 8.205 -7.777 -6.672  -0.60
C4 4.458 -4.962 -4.232  -0.92
C5 2.130 -2.630 -8.293  0.77
C6 -0.134 -5.580 -3.811  -0.73
C7 0.182 0.165 -4.147  -0.84
C8 -2.632 1.188 -2.665  -0.40
C9 2.684 4.113 12.006  0.71
C10 -7.880 5.291 0.744  0.76
C11 4.964 3.896 11.597  -0.63
C12 -0.938 8.877 -3.663  -0.61
C13 -1.102 0.122 8.335  0.76
C14 -2.816 -2.174 1.473  -1.00
C15 1.138 -2.552 -10.397  -0.63
C16 -2.405 -0.254 -2.149  0.69
C17 -0.778 6.818 -2.593  0.78
C18 -2.952 -0.589 -0.704  0.02
C19 -6.003 6.207 -0.287  -0.65
C20 -9.657 4.311 1.884  -0.62
C21 -3.909 1.766 -0.391  -0.45
C22 -1.464 -1.601 2.189  -0.66
C23 -2.747 -2.092 -0.132  -0.65
C24 -1.469 1.077 2.446  -0.88
C25 -0.485 4.750 -1.584  -0.43
C26 -1.010 -0.909 -4.357  -0.62
C27 -1.780 -0.344 3.170  -0.22
C28 8.797 -7.453 -4.446  0.80
C29 3.125 -2.549 -6.191  -0.60
C30 0.378 4.203 12.319  -0.66
C31 0.661 0.333 9.838  -0.58
C32 2.174 -5.353 -4.001  0.62
C33 -1.683 -1.424 -2.977  -0.26
C34 -3.398 2.246 -1.777  -0.73
H1 5.220 3.826 12.657  0.29
H2 5.140 -4.149 -4.485  0.29
H3 -10.182 5.258 2.025  0.29
H4 1.899 -3.185 -10.858  0.29
H5 0.363 0.229 -3.008  0.26
H6 -1.798 -0.564 -5.128  0.43
H7 -1.042 -4.984 -3.919  0.18
H8 0.883 0.147 10.890  0.21
H9 -2.880 -3.295 1.749  0.41
H10 -2.255 1.524 -3.700  0.24
H11 4.693 -5.307 -3.222  0.39
H12 8.295 -6.718 -6.925  0.28
H13 -1.685 -2.447 -0.424  0.19
H14 8.523 -7.470 -1.826  0.28
H15 -0.517 -1.846 -4.824  0.23
H16 -3.497 -2.797 -0.637  0.40
H17 -1.404 0.847 1.318  0.17
H18 -4.499 2.523 0.249  0.45
H19 -10.030 3.790 0.999  0.30
H20 1.112 -0.220 -4.710  0.22
H21 -2.409 -0.762 6.230  0.22
H22 9.649 -6.157 -2.317  0.28
H23 -1.135 9.424 -2.738  0.29
H24 -0.175 1.157 -4.598  0.27
H25 -3.715 -1.651 1.944  0.39
H26 2.343 -3.141 -5.719  0.21
H27 5.650 3.262 11.034  0.22
H28 -0.183 -6.412 -4.516  0.34
H29 7.169 -8.031 -6.435  0.28
H30 -2.312 1.834 2.676  0.18
H31 -6.231 5.761 -1.258  0.28
H32 4.597 -5.767 -4.957  0.40
H33 -2.959 0.899 6.641  0.30
H34 0.254 3.950 -1.519  0.25
H35 -4.023 0.189 1.017  0.28
H36 10.267 -7.639 -1.571  0.22
H37 -1.065 -2.443 2.848  0.35
H38 0.274 -3.147 -10.091  0.29
H39 -3.597 3.317 -2.105  0.53
H40 0.302 5.242 11.991  0.31
H41 -4.919 6.236 -0.167  0.22
H42 -0.662 5.137 -0.578  0.30
H43 -0.084 -5.948 -2.783  0.35
H44 8.515 -8.366 -7.537  0.21
H45 -9.838 3.682 2.756  0.22
H46 0.796 1.399 9.642  0.28
H47 -6.383 7.229 -0.233  0.35
H48 0.451 4.145 13.407  0.31
H49 -1.872 8.624 -4.168  0.29
H50 -2.535 -2.142 -3.302  0.32
H51 -1.060 -0.478 4.067  0.26
H52 1.346 -0.262 9.231  0.30
H53 0.808 -1.818 -11.133  0.22
H54 -0.968 -2.063 -2.353  0.21
H55 -1.403 4.337 -2.007  0.09
H56 -0.351 9.517 -4.323  0.22
H57 -0.523 3.675 12.005  0.20
H58 5.071 4.923 11.241  0.29
H59 3.484 -1.816 -5.467  0.32
H60 -0.503 1.562 2.810  0.33
H61 -0.677 -1.298 1.418  0.39
H62 3.965 -3.182 -6.486  0.40
H63 -2.856 -0.367 3.591  0.23
H64 -3.982 -0.501 7.000  0.30

Results
Total charge: +1
E_HOMO, eV: -12.090
DFT total energy, Eh: -2968.3351
Frontier orbital gap, eV: 7.8